(1)
{"formula": "C10H11N3O5S", "method": "the ωB97M-V functional and the def2-TZVPD basis", "species": ["C", "H", "H", "H", "S", "C", "H", "H", "C", "C", "N", "N", "C", "C", "C", "C", "C", "N", "O", "O", "O", "H", "H", "H", "C", "O", "O", "H", "H", "H"], "positions_angstrom": [[-2.40, -5.34, 0.93], [-2.18, -6.39, 0.81], [-3.37, -5.22, 1.40], [-2.39, -4.83, -0.03], [-1.19, -4.59, 2.06], [0.33, -4.85, 1.09], [1.11, -5.13, 1.80], [0.14, -5.69, 0.42], [0.83, -3.64, 0.29], [-0.22, -2.62, -0.15], [0.46, -1.37, 0.12], [-0.08, -0.24, -0.34], [0.47, 0.90, -0.19], [-0.19, 2.05, -0.74], [-1.44, 2.20, -1.33], [-1.56, 3.54, -1.68], [-0.38, 4.13, -1.28], [0.06, 5.47, -1.40], [1.16, 5.76, -0.99], [-0.73, 6.24, -1.92], [0.44, 3.23, -0.71], [-2.38, 4.04, -2.16], [-2.15, 1.42, -1.48], [1.41, 1.08, 0.31], [1.57, -1.57, 0.94], [2.26, -0.73, 1.42], [1.74, -2.89, 1.10], [-1.13, -2.69, 0.45], [-0.47, -2.70, -1.21], [1.41, -4.02, -0.56]], "lumo_ev": -0.8, "mol_weight_da": 285.28, "total_energy_ha": -1326.177674, "smiles": "CSC[C@H]1CN(/N=C/c2ccc([N+](=O)[O-])o2)C(=O)O1"}

***

(2)
{"formula": "C3H12N2O", "method": "the ωB97M-V functional and the def2-TZVPD basis", "species": ["N", "C", "C", "C", "N", "H", "H", "H", "H", "H", "H", "H", "H", "H", "H", "H", "H", "O"], "positions_angstrom": [[2.07, -0.79, 1.02], [0.91, -0.15, 0.43], [0.29, -0.89, -0.75], [1.22, 1.37, 0.20], [0.08, 2.02, -0.39], [2.41, -0.37, 1.87], [2.14, -1.78, 0.92], [0.17, -0.13, 1.26], [-0.67, -0.66, -1.19], [0.26, -1.92, -0.38], [1.01, -0.77, -1.58], [1.64, 1.68, 1.18], [2.05, 1.42, -0.50], [-0.81, 1.85, 0.05], [0.22, 3.02, -0.29], [-3.64, -1.02, -0.60], [-5.01, -1.25, -0.92], [-4.33, -1.64, -0.33]], "lumo_ev": 0.7, "mol_weight_da": 92.14, "total_energy_ha": -306.216904, "smiles": "C[C@@H](N)CN.O"}

***

(3)
{"formula": "C22H52IInN7O6", "method": "the ωB97M-V functional and the def2-TZVPD basis", "species": ["C", "C", "C", "In", "C", "N", "I", "H", "H", "H", "H", "H", "H", "H", "H", "H", "H", "C", "C", "O", "N", "C", "H", "H", "H", "H", "H", "H", "H", "C", "C", "O", "N", "C", "H", "H", "H", "H", "H", "H", "H", "C", "C", "O", "N", "C", "H", "H", "H", "H", "H", "H", "H", "C", "C", "O", "N", "C", "H", "H", "H", "H", "H", "H", "H", "C", "C", "O", "N", "C", "H", "H", "H", "H", "H", "H", "H", "C", "C", "O", "N", "C", "H", "H", "H", "H", "H", "H", "H"], "positions_angstrom": [[1.41, -0.34, 0.07], [0.43, -1.47, 0.16], [-0.66, -1.62, -1.06], [-2.32, -0.01, -0.94], [-4.19, -0.83, 0.12], [-1.57, 1.77, 0.08], [-3.20, 0.66, -3.58], [0.98, 0.72, -0.21], [2.54, -0.57, 0.29], [0.42, -2.22, 1.08], [-0.05, -1.52, -2.07], [-1.24, -2.66, -0.99], [-4.49, -0.12, 1.02], [-5.08, -0.97, -0.64], [-3.87, -1.85, 0.62], [-0.98, 2.33, -0.57], [-0.95, 1.42, 0.87], [-7.26, -4.14, -4.06], [-6.65, -2.91, -3.43], [-7.31, -2.12, -2.76], [-5.32, -2.69, -3.62], [-4.38, -3.50, -4.37], [-8.32, -4.18, -3.82], [-7.15, -4.09, -5.14], [-6.78, -5.04, -3.66], [-4.98, -1.85, -3.17], [-3.59, -3.81, -3.69], [-3.96, -2.88, -5.16], [-4.85, -4.38, -4.82], [3.46, 2.98, -1.71], [2.15, 3.32, -1.05], [1.16, 2.59, -1.14], [2.07, 4.49, -0.35], [3.11, 5.47, -0.14], [3.37, 2.02, -2.23], [3.72, 3.75, -2.44], [4.24, 2.89, -0.95], [1.16, 4.65, 0.06], [3.27, 5.57, 0.94], [2.76, 6.42, -0.54], [4.05, 5.20, -0.63], [2.90, 4.58, -5.49], [4.35, 4.88, -5.24], [4.91, 4.58, -4.18], [5.06, 5.49, -6.23], [4.59, 5.91, -7.53], [2.47, 4.10, -4.61], [2.36, 5.52, -5.66], [2.79, 3.91, -6.34], [6.03, 5.65, -6.00], [5.18, 5.39, -8.29], [4.74, 6.98, -7.62], [3.53, 5.68, -7.68], [3.97, -2.66, 2.50], [5.30, -2.15, 2.02], [5.58, -0.96, 2.01], [6.22, -3.07, 1.60], [6.07, -4.51, 1.54], [3.35, -1.81, 2.81], [3.46, -3.19, 1.69], [4.11, -3.31, 3.36], [7.09, -2.66, 1.29], [6.86, -4.95, 2.16], [6.21, -4.83, 0.51], [5.10, -4.84, 1.90], [-3.57, -1.91, 4.14], [-3.76, -3.39, 3.95], [-2.93, -4.09, 3.38], [-4.91, -3.95, 4.44], [-5.99, -3.30, 5.13], [-2.61, -1.61, 3.70], [-4.37, -1.36, 3.64], [-3.55, -1.67, 5.21], [-4.97, -4.95, 4.28], [-6.10, -3.76, 6.12], [-6.91, -3.46, 4.56], [-5.82, -2.23, 5.26], [1.28, 1.79, 4.44], [-0.01, 1.13, 4.04], [-0.45, 1.18, 2.89], [-0.71, 0.46, 5.01], [-0.36, 0.28, 6.40], [1.71, 2.29, 3.57], [1.09, 2.55, 5.21], [1.99, 1.04, 4.80], [-1.56, 0.03, 4.67], [-0.28, -0.79, 6.60], [-1.17, 0.70, 7.00], [0.58, 0.78, 6.66]], "lumo_ev": 2.1, "mol_weight_da": 752.42, "total_energy_ha": -2192.014893, "charge": -1}

***

(4)
{"formula": "C18H24N2O3", "method": "the ωB97M-V functional and the def2-TZVPD basis", "species": ["O", "N", "O", "O", "C", "C", "C", "C", "C", "C", "N", "C", "C", "C", "C", "C", "C", "C", "C", "C", "C", "C", "C", "H", "H", "H", "H", "H", "H", "H", "H", "H", "H", "H", "H", "H", "H", "H", "H", "H", "H", "H", "H", "H", "H", "H", "H"], "positions_angstrom": [[0.25, -2.15, -3.60], [2.18, 0.81, -3.78], [1.89, 3.21, -6.56], [-2.77, 0.10, 2.81], [1.06, -1.30, -3.25], [2.38, 1.91, -4.55], [1.36, -0.17, -4.16], [0.78, -0.10, -5.49], [0.95, 1.05, -6.28], [1.76, 2.05, -5.78], [0.54, -1.10, -0.78], [1.61, -1.29, -1.78], [-0.69, 1.03, 6.15], [0.73, 0.87, 5.55], [-0.53, 0.85, 4.62], [-0.42, -2.17, -0.40], [-0.88, -0.51, 4.04], [-1.54, -1.77, 1.90], [-0.13, 0.21, -0.79], [-0.71, 0.49, 1.66], [-1.52, -1.43, 0.36], [-1.47, -0.43, 2.65], [-1.20, 0.05, 0.29], [2.31, 3.92, -6.03], [-3.10, 0.33, 1.94], [3.02, 2.69, -4.18], [0.14, -0.89, -5.84], [0.47, 1.12, -7.24], [2.35, -0.52, -1.64], [2.11, -2.25, -1.60], [-1.14, 0.16, 6.67], [-1.07, 1.97, 6.51], [1.25, -0.05, 5.68], [1.36, 1.75, 5.45], [-0.78, 1.76, 4.09], [0.08, -2.95, 0.20], [-0.82, -2.65, -1.31], [0.02, -1.07, 4.00], [-1.60, -1.04, 4.72], [-2.45, -2.32, 2.21], [-0.66, -2.41, 2.12], [-0.56, 0.47, -1.72], [0.60, 0.96, -0.53], [-0.96, 1.54, 1.90], [0.40, 0.28, 1.74], [-2.53, -1.65, -0.03], [-2.07, 0.62, 0.03]], "lumo_ev": 0.0, "mol_weight_da": 316.40, "total_energy_ha": -1035.461780, "smiles": "O=C(CN1C[C@@H]2C[C@](O)(CC3CC3)C[C@@H]2C1)c1ccc(O)cn1"}

***

(5)
{"formula": "C9H8OS", "method": "the ωB97M-V functional and the def2-TZVPD basis", "species": ["C", "C", "C", "C", "C", "C", "C", "C", "C", "H", "H", "H", "H", "H", "H", "H", "H", "O", "S"], "positions_angstrom": [[-2.44, -0.47, 1.97], [-1.33, -0.20, 1.04], [-0.28, -0.93, 0.72], [0.56, -0.30, -0.38], [1.74, -0.85, -1.08], [2.55, 0.09, -1.81], [2.12, 1.38, -1.95], [0.93, 1.92, -1.40], [0.12, 1.04, -0.64], [-3.22, -2.12, 2.87], [-3.35, -0.32, 1.52], [-2.29, 0.07, 2.97], [-0.16, -1.96, 0.93], [2.12, -1.77, -0.69], [3.40, -0.11, -2.43], [2.70, 2.19, -2.38], [0.78, 2.98, -1.60], [-2.51, -1.92, 2.19], [-1.45, 1.26, 0.14]], "lumo_ev": 0.7, "mol_weight_da": 164.23, "total_energy_ha": -821.129004, "smiles": "OCc1cc2ccccc2s1"}

***

(6)
{"formula": "C30H55F12N10P2", "method": "the ωB97M-V functional and the def2-TZVPD basis", "species": ["C", "C", "N", "C", "C", "N", "C", "C", "H", "H", "H", "H", "H", "H", "H", "H", "H", "H", "H", "C", "C", "N", "C", "C", "N", "C", "C", "H", "H", "H", "H", "H", "H", "H", "H", "H", "H", "H", "C", "C", "N", "C", "C", "N", "C", "C", "H", "H", "H", "H", "H", "H", "H", "H", "H", "H", "H", "C", "C", "N", "C", "C", "N", "C", "C", "H", "H", "H", "H", "H", "H", "H", "H", "H", "H", "H", "C", "C", "N", "C", "C", "N", "C", "C", "H", "H", "H", "H", "H", "H", "H", "H", "H", "H", "H", "P", "F", "F", "F", "F", "F", "F", "P", "F", "F", "F", "F", "F", "F"], "positions_angstrom": [[23.37, 3.82, -19.20], [24.29, 2.78, -19.86], [23.57, 2.20, -21.02], [23.00, 2.88, -22.04], [22.76, 1.99, -23.04], [22.94, 0.73, -22.51], [23.46, 0.88, -21.27], [22.71, -0.54, -23.17], [23.00, 3.39, -18.26], [22.48, 4.08, -19.77], [23.91, 4.70, -18.86], [24.58, 1.94, -19.24], [25.15, 3.25, -20.32], [22.93, 3.95, -22.00], [22.65, 2.13, -24.10], [23.89, 0.05, -20.72], [22.85, -1.36, -22.46], [23.40, -0.73, -23.99], [21.67, -0.51, -23.49], [20.52, 8.92, -23.07], [20.01, 9.40, -24.45], [18.96, 10.38, -24.22], [19.15, 11.70, -23.84], [17.96, 12.34, -23.90], [17.04, 11.43, -24.42], [17.66, 10.25, -24.53], [15.77, 11.77, -25.02], [19.70, 8.85, -22.37], [21.26, 9.63, -22.71], [20.91, 7.91, -23.21], [19.73, 8.54, -25.06], [20.85, 9.76, -25.03], [20.15, 12.03, -23.61], [17.71, 13.36, -23.69], [17.31, 9.43, -25.14], [15.69, 11.29, -25.99], [15.65, 12.82, -25.26], [14.96, 11.46, -24.37], [19.85, 1.09, -20.50], [19.19, 1.08, -19.10], [19.25, 2.40, -18.45], [20.31, 2.93, -17.74], [19.91, 4.09, -17.14], [18.68, 4.37, -17.65], [18.25, 3.29, -18.33], [17.88, 5.51, -17.22], [19.34, 1.82, -21.12], [19.76, 0.08, -20.90], [20.91, 1.34, -20.48], [19.60, 0.30, -18.45], [18.16, 0.72, -19.05], [21.23, 2.37, -17.63], [20.32, 4.68, -16.33], [17.31, 3.17, -18.85], [17.74, 5.43, -16.15], [16.93, 5.35, -17.73], [18.33, 6.47, -17.48], [21.19, 5.83, -27.08], [22.32, 4.89, -27.54], [21.92, 4.20, -28.79], [22.11, 4.75, -30.05], [21.44, 3.97, -30.93], [20.76, 3.01, -30.21], [21.03, 3.21, -28.92], [19.95, 1.93, -30.80], [21.35, 6.45, -26.20], [20.31, 5.19, -27.03], [20.81, 6.54, -27.82], [22.43, 4.06, -26.84], [23.27, 5.38, -27.71], [22.72, 5.62, -30.19], [21.39, 4.06, -32.00], [20.68, 2.51, -28.17], [19.72, 2.17, -31.83], [19.00, 1.89, -30.28], [20.45, 0.98, -30.65], [19.47, 3.10, -24.25], [18.94, 4.49, -24.44], [18.34, 4.88, -23.14], [18.99, 5.38, -22.04], [18.11, 5.81, -21.12], [16.87, 5.58, -21.66], [17.03, 5.03, -22.89], [15.64, 6.01, -21.01], [18.65, 2.40, -24.07], [20.20, 3.17, -23.44], [19.89, 2.65, -25.16], [18.18, 4.45, -25.22], [19.70, 5.23, -24.70], [20.06, 5.40, -22.13], [18.28, 6.39, -20.22], [16.21, 4.85, -23.57], [15.80, 6.97, -20.53], [15.32, 5.27, -20.28], [14.85, 6.08, -21.76], [14.37, 7.48, -24.89], [13.81, 6.19, -24.11], [15.39, 6.46, -25.67], [13.30, 7.29, -26.09], [15.00, 8.77, -25.65], [13.35, 8.47, -24.07], [15.42, 7.73, -23.64], [21.48, 7.70, -19.57], [21.44, 6.97, -21.03], [22.12, 8.99, -20.31], [19.94, 8.13, -19.89], [21.48, 8.48, -18.17], [20.93, 6.36, -18.80], [22.95, 7.03, -19.41]], "lumo_ev": -6.7, "mol_weight_da": 845.76, "total_energy_ha": -3604.327175, "charge": 3}

***

(7)
{"formula": "C16H13FeN3O4", "method": "the ωB97M-V functional and the def2-TZVPD basis", "species": ["C", "O", "C", "C", "C", "C", "C", "C", "Fe", "C", "O", "C", "O", "C", "O", "H", "H", "H", "H", "H", "H", "H", "H", "H", "C", "C", "C", "C", "C", "C", "N", "N", "N", "H", "H", "H", "H"], "positions_angstrom": [[-3.56, 1.77, -1.72], [-2.23, 2.29, -1.92], [-1.13, 1.46, -1.98], [-0.50, 1.03, -0.77], [0.12, -0.31, -0.88], [1.13, -0.19, -1.94], [0.79, 0.49, -3.11], [-0.40, 1.26, -3.17], [1.04, 2.02, -1.67], [2.09, 1.92, -0.27], [2.79, 2.06, 0.65], [0.46, 3.63, -1.26], [0.24, 4.72, -0.92], [2.35, 2.72, -2.64], [3.19, 3.43, -3.01], [-4.18, 2.65, -1.53], [-3.90, 1.27, -2.64], [-3.61, 1.08, -0.87], [-0.97, 1.30, 0.18], [0.56, -0.65, 0.06], [-0.64, -1.09, -1.11], [2.04, -0.79, -1.89], [1.41, 0.43, -4.01], [-0.72, 1.76, -4.08], [1.69, -2.15, 3.86], [1.42, -1.94, 2.50], [0.20, -2.43, 2.02], [-0.73, -3.09, 2.86], [-0.44, -3.30, 4.22], [0.77, -2.81, 4.70], [-1.86, -3.35, 2.09], [-1.61, -2.87, 0.86], [-0.38, -2.34, 0.76], [2.63, -1.78, 4.28], [2.08, -1.43, 1.81], [-1.17, -3.83, 4.83], [1.03, -2.94, 5.75]], "lumo_ev": [-0.2, -3.5], "mol_weight_da": 367.14, "total_energy_ha": -2346.136220, "spin_multiplicity": 5}

***

(8)
{"formula": "C5H8O2", "method": "the ωB97M-V functional and the def2-TZVPD basis", "species": ["O", "C", "C", "C", "C", "C", "O", "H", "H", "H", "H", "H", "H", "H", "H"], "positions_angstrom": [[-0.92, 1.50, 2.14], [-0.13, 1.40, 0.98], [0.32, 0.02, 0.74], [-0.83, -1.08, -0.75], [0.61, -1.35, -1.17], [1.28, -0.30, -0.29], [2.39, 0.18, -0.40], [-1.14, 2.44, 2.26], [0.86, 1.90, 1.08], [-0.63, 1.87, 0.11], [-0.76, -0.80, 0.41], [-1.49, -1.95, -0.65], [-1.32, -0.28, -1.31], [0.81, -1.19, -2.23], [0.94, -2.36, -0.91]], "lumo_ev": 0.1, "mol_weight_da": 100.12, "total_energy_ha": -345.650267}